[1]
Density functional theory data (ωB97M-V/def2-TZVPD) for a cluster of 11 separate species, C38H66O30 in total.

Structure (XYZ):
```
134
Properties=species:S:1:pos:R:3:mulliken_charge:R:1
O -25.091 -14.916 0.609 -0.579
O -18.011 -10.110 -3.134 0.270
O -18.399 -13.656 -7.033 -0.428
O -15.524 -11.973 -4.918 -0.248
O -18.825 -14.119 -2.053 -0.180
O -21.216 -12.640 -1.411 -0.232
O -21.669 -9.533 2.658 -0.568
O -17.267 -14.744 -0.597 0.215
O -18.427 -7.409 -5.570 -0.108
O -21.091 -13.509 -6.275 -0.272
O -21.573 -9.536 -6.130 0.078
O -16.171 -8.235 -0.872 -0.248
O -19.982 -12.231 0.440 0.901
O -16.316 -14.042 -4.385 0.100
O -24.776 -15.657 -1.544 -0.355
O -17.334 -5.426 -5.658 -0.586
O -15.176 -10.301 1.588 -0.431
O -25.164 -13.492 -1.130 -0.354
O -14.560 -7.571 -2.251 -0.621
O -16.874 -7.077 -7.143 -0.384
O -21.824 -8.679 -4.042 -0.514
O -21.627 -13.749 0.464 -0.366
O -21.587 -7.544 0.631 -0.627
O -17.361 -10.328 1.073 0.246
O -23.602 -9.627 -5.183 -0.377
O -16.702 -9.164 2.892 -0.646
O -17.574 -15.937 -2.391 -0.361
O -16.551 -6.526 -2.299 -0.329
O -16.153 -12.549 -2.750 -0.217
O -18.853 -12.438 -4.542 0.201
C -16.449 -9.920 1.941 0.320
C -17.962 -14.877 -1.672 -0.099
C -15.892 -16.223 0.723 -1.683
C -23.750 -10.342 -6.370 -0.242
C -15.656 -7.397 -1.780 0.449
C -19.748 -11.482 -4.037 0.747
C -20.610 -14.647 -6.985 -0.540
C -17.394 -8.365 -7.433 0.702
C -20.538 -9.067 2.006 -0.112
C -16.271 -9.352 -7.744 -1.362
C -23.896 -12.833 -3.040 -0.483
C -17.550 -6.510 -6.143 0.431
C -18.214 -8.683 -6.186 0.749
C -15.185 -10.819 0.250 0.794
C -19.156 -10.835 -2.842 0.073
C -15.711 -12.750 -6.111 1.475
C -14.593 -12.494 -7.104 -1.591
C -25.155 -15.093 -2.760 -0.553
C -25.033 -14.695 -0.581 0.677
C -21.304 -13.505 1.850 0.393
C -16.724 -10.993 0.014 1.093
C -18.923 -6.663 -2.451 -0.965
C -17.513 -7.927 -0.640 0.969
C -15.710 -14.135 -5.572 -1.225
C -16.173 -15.637 -0.644 0.577
C -20.871 -8.729 0.596 0.875
C -25.099 -13.601 -2.570 0.429
C -16.627 -16.684 -1.630 -0.516
C -20.983 -12.825 -0.263 -0.642
C -19.935 -12.851 1.707 -0.567
C -22.520 -9.808 -7.185 0.030
C -22.266 -9.190 -5.041 0.563
C -21.228 -14.836 2.503 -1.407
C -17.720 -6.600 -1.454 0.431
C -14.323 -12.038 0.236 -1.317
C -21.963 -10.784 -8.219 -1.179
C -19.373 -14.178 -7.841 -0.550
C -16.036 -12.792 -3.913 0.392
H -20.004 -8.640 -0.050 -0.779
H -13.307 -11.827 0.498 0.487
H -23.048 -13.360 -2.625 -0.075
H -18.732 -7.418 -3.209 -0.046
H -19.133 -13.549 1.793 0.042
H -18.885 -13.215 -3.927 0.034
H -19.889 -6.912 -2.036 0.282
H -17.994 -8.780 -1.119 -1.310
H -14.679 -11.583 -7.668 0.292
H -17.199 -10.646 -3.191 -0.445
H -16.717 -10.330 -7.863 0.310
H -23.853 -12.776 -4.137 0.041
H -15.339 -15.041 -1.011 0.200
H -16.711 -12.577 -6.497 -0.044
H -22.162 -15.402 2.418 0.357
H -17.004 -12.026 -0.006 0.341
H -22.896 -8.827 -7.465 0.425
H -23.976 -11.827 -2.617 0.340
H -26.228 -15.331 -2.956 0.284
H -17.712 -9.246 -5.425 -0.314
H -24.562 -15.489 -3.580 0.311
H -15.563 -9.320 -6.918 0.418
H -19.863 -9.922 2.106 -0.298
H -23.601 -11.374 -6.155 0.083
H -19.701 -13.434 -8.624 0.190
H -15.731 -8.999 -8.649 0.366
H -19.191 -9.077 -6.369 -0.512
H -21.421 -15.107 -7.566 0.372
H -17.852 -7.865 0.382 0.413
H -20.235 -15.438 -6.311 0.306
H -17.000 -10.473 -0.910 -1.188
H -21.052 -14.740 3.606 0.360
H -15.655 -15.490 1.502 0.345
H -18.967 -11.628 -2.149 -0.225
H -16.208 -14.778 -6.250 0.433
H -17.633 -5.774 -0.766 0.374
H -21.553 -9.531 0.243 0.377
H -18.151 -8.264 -8.239 0.261
H -22.612 -10.776 -9.090 0.493
H -15.836 -17.022 -2.341 0.272
H -18.912 -15.031 -8.334 0.427
H -14.315 -12.508 -0.743 0.026
H -22.054 -12.813 2.294 0.344
H -21.007 -10.419 -8.634 0.328
H -24.668 -10.104 -6.950 0.354
H -26.063 -13.218 -2.934 0.357
H -22.217 -7.417 -0.084 0.363
H -19.812 -10.121 -2.332 0.221
H -20.100 -8.156 2.431 0.457
H -20.384 -15.396 2.079 0.265
H -17.013 -17.565 -1.200 0.333
H -14.428 -13.324 -7.810 0.355
H -16.776 -16.777 1.068 0.350
H -22.369 -8.933 2.396 0.361
H -13.667 -12.420 -6.509 0.367
H -18.877 -13.229 -6.309 0.194
H -14.848 -9.992 -0.389 0.196
H -15.100 -16.938 0.576 0.423
H -14.782 -12.726 0.952 0.319
H -19.101 -5.720 -2.996 0.454
H -20.993 -13.586 -5.320 0.079
H -14.730 -14.559 -5.452 0.395
H -19.862 -10.721 -4.774 -1.040
H -21.713 -11.763 -7.771 -0.033
H -19.675 -12.075 2.439 0.421
H -20.722 -11.907 -3.811 -0.005
```

Its structure (SMILES) is C[C@H]1COC(=O)O1.C[C@H]1COC(=O)O1.C[C@H]1COC(=O)O1.C[C@H]1COC(=O)O1.C[C@H]1COC(=O)O1.C[C@H]1COC(=O)O1.C[C@H]1COC(=O)O1.C[C@H]1COC(=O)O1.OCCO.OCCO.OCCO. Its energy above the lowest of the compared OMol25 structures with the same formula, charge and spin is 0.0 kcal/mol. As for the multiplicity: 1.

[2]
Density functional theory data (ωB97M-V/def2-TZVPD) for a structure of composition C38H67B3BrN9O4.

Structure (XYZ):
```
122
Properties=species:S:1:pos:R:3:mulliken_charge:R:1
Br -2.338 0.297 -0.921 -0.178
O -1.675 -0.028 1.723 -0.374
O 1.547 1.354 -0.903 -0.978
O 0.414 0.931 -3.106 -0.564
O 1.360 -0.897 -1.824 -0.348
N 2.069 -0.550 5.006 -0.487
N -6.576 3.865 6.589 -0.423
N -3.709 0.520 -3.880 -0.474
N 8.741 1.510 -3.174 -0.503
N -6.189 0.616 1.523 -0.387
N 0.363 -3.940 -4.040 -0.500
N 3.401 1.883 -0.746 -0.420
N -8.553 -3.326 4.703 -0.438
N 5.812 -1.609 -8.176 -0.455
C 6.395 3.530 -0.072 -0.468
C 6.456 3.865 -1.558 -0.905
C -7.118 -0.918 -4.324 -1.206
C 1.905 -3.116 -6.015 -0.291
C -4.602 0.248 -3.203 0.116
C -9.403 2.085 7.544 -0.431
C -6.549 -1.257 -2.951 -0.497
C -8.119 -3.774 3.733 0.250
C 6.621 -2.389 -7.920 0.198
C 4.481 1.988 -0.336 0.314
C -7.455 3.586 7.280 0.283
C -9.997 2.451 6.189 -0.986
C -8.591 3.225 8.167 -0.444
C 11.004 3.992 -2.252 -0.346
C 11.149 4.304 -3.737 -1.164
C 1.036 -3.579 -4.903 0.195
C -0.365 -0.816 7.809 -1.300
C 9.673 1.945 -2.643 0.267
C -6.185 2.258 3.585 -0.111
C 7.664 -3.394 -7.589 -0.382
C -5.755 -0.103 -2.332 0.251
C -6.192 -2.250 2.031 -0.962
C -3.955 1.320 4.371 -0.840
C 0.300 -0.553 0.519 -0.177
C -7.559 -4.350 2.483 -0.447
C 3.023 -4.130 -6.268 -0.399
C -4.740 2.565 3.978 -0.649
C -6.171 -3.765 2.210 -0.458
C 0.924 -0.494 5.133 0.134
C 7.798 -3.531 -6.070 -0.001
C -0.893 0.089 6.701 -0.340
C 5.863 2.120 0.197 -0.411
C -1.198 -0.121 0.623 0.338
C 3.923 -4.331 -5.054 -1.151
C -6.199 1.340 2.419 0.009
C -0.551 -0.422 5.299 0.167
C 8.207 -2.228 -5.390 -1.289
C 10.877 2.493 -1.967 -0.357
B 1.243 1.691 -2.254 0.838
B 1.083 0.027 -0.763 0.565
B 0.567 -0.458 -2.919 0.728
H -3.871 0.617 3.539 0.262
H 4.722 -5.039 -5.287 0.266
H -7.699 -1.757 -4.713 0.357
H 10.127 4.518 -1.863 0.221
H 5.464 3.852 -2.015 0.362
H -7.775 -0.045 -4.272 0.304
H -0.978 -1.413 5.137 0.323
H 10.789 2.320 -0.892 0.277
H 11.760 1.958 -2.324 0.320
H 11.874 4.383 -1.719 0.323
H 8.544 -4.298 -5.845 0.339
H 10.269 3.989 -4.302 0.347
H 7.457 -1.447 -5.531 0.366
H 3.630 -3.788 -7.110 0.250
H 1.296 -2.994 -6.913 0.333
H -10.212 1.811 8.226 0.309
H 8.613 -3.083 -8.031 0.334
H 0.824 -0.285 1.473 0.151
H 0.308 -1.680 0.447 0.235
H -7.496 -5.435 2.590 0.304
H -10.649 3.325 6.269 0.322
H -6.533 -1.744 2.936 0.311
H -4.431 0.805 5.210 0.327
H 3.370 -4.736 -4.204 0.435
H 6.867 4.866 -1.706 0.287
H -4.227 3.058 3.147 0.311
H -5.762 -4.224 1.306 0.317
H -0.960 0.252 4.543 -0.066
H -10.589 1.622 5.798 0.326
H -6.390 0.777 -2.210 0.271
H 5.763 4.266 0.433 0.324
H 0.725 -0.874 7.795 0.352
H 7.397 3.620 0.356 0.282
H -8.199 2.921 9.139 0.273
H -6.327 -0.709 -5.047 0.332
H -0.657 -0.429 8.787 0.363
H -7.371 -1.522 -2.280 0.297
H -0.484 1.094 6.838 0.358
H -6.708 3.179 3.323 0.380
H 12.025 3.804 -4.159 0.307
H -9.219 2.669 5.454 0.199
H 8.318 -2.380 -4.315 0.339
H -0.765 -1.829 7.711 0.316
H -9.219 4.106 8.317 0.282
H -5.190 -1.879 1.811 0.261
H -8.769 1.202 7.427 0.293
H 0.101 -1.301 -3.604 -0.159
H -5.496 -4.016 3.032 0.303
H -8.237 -4.131 1.655 0.270
H 2.591 -5.093 -6.554 0.314
H 4.383 -3.387 -4.747 0.304
H -6.849 -1.961 1.208 0.263
H 5.850 1.920 1.270 0.288
H -6.720 1.790 4.415 0.101
H -1.979 0.170 6.794 0.224
H 7.097 3.156 -2.092 0.120
H 11.265 5.378 -3.890 0.332
H -5.381 -0.389 -1.347 -0.079
H -4.741 3.265 4.815 0.418
H 6.502 1.373 -0.280 0.246
H -2.940 1.590 4.670 0.190
H 6.850 -3.870 -5.645 -0.069
H 9.161 -1.864 -5.781 0.330
H 2.325 -2.141 -5.756 0.256
H 7.384 -4.353 -8.030 0.297
H 1.702 2.717 -2.646 -0.173
H -5.909 -2.139 -3.040 0.324
```

Its energy above the lowest of the compared OMol25 structures with the same formula, charge and spin is 23.7 kcal/mol. As for the multiplicity: 1.

[3]
Density functional theory data (ωB97M-V/def2-TZVPD) for a cluster of 4 separate species, C38H67BrF3NO7P in total.

Structure (XYZ):
```
118
Properties=species:S:1:pos:R:3:mulliken_charge:R:1
Br -3.563 -0.212 -3.909 -0.013
P -2.855 1.235 -0.486 0.671
F 1.680 -4.022 -4.783 -0.243
F 2.903 -2.434 -6.277 -0.269
F 3.370 -2.426 -3.938 -0.231
O 4.400 1.089 7.809 -0.334
O 1.496 0.602 3.141 -0.418
O -3.788 1.186 0.830 -0.744
O 0.216 -1.574 -5.877 -0.554
O 3.826 -0.342 -1.624 -0.534
O 5.206 -0.168 2.961 -0.051
O -5.890 -2.343 -2.320 0.049
N -0.614 -0.458 -1.328 0.602
C -0.397 3.504 -4.095 -0.068
C 3.920 2.643 9.529 -0.607
C 0.929 -0.142 5.316 -0.850
C -2.551 -2.466 -2.219 0.923
C 0.526 -1.601 -3.257 -1.180
C -0.681 -0.514 -2.825 0.823
C 6.203 0.855 2.829 -0.515
C 5.632 1.454 8.448 -0.470
C -3.010 -1.584 -0.937 -1.272
C -1.069 2.223 -3.251 0.270
C 1.726 -0.291 -0.058 -0.036
C 1.038 3.911 -3.353 -0.893
C -0.051 3.155 -5.655 -0.945
C 3.356 1.928 8.321 -0.319
C 1.130 -1.446 -4.745 -0.122
C 7.549 0.167 2.895 -0.583
C -9.028 0.478 -4.896 -0.412
C -8.845 1.451 -2.208 -0.389
C -5.108 -4.223 -0.657 -1.041
C -8.403 -1.007 -4.445 -0.332
C 7.241 -1.185 2.306 -0.557
C -3.623 -3.484 -2.874 -1.179
C 0.371 0.471 -0.680 0.515
C 0.375 0.373 4.006 -0.345
C 2.697 0.523 3.922 0.028
C -7.339 -2.587 -2.303 -0.839
C 2.276 0.529 5.375 0.012
C 3.127 0.443 -0.586 -0.114
C -8.225 0.009 -1.707 -0.280
C 2.259 -2.667 -4.933 0.602
C -9.223 1.697 -3.789 -0.358
C 5.380 2.757 9.175 -0.507
C -1.928 -0.401 -0.569 0.265
C -5.103 -3.579 -2.201 -0.124
C -0.391 0.814 -3.690 -1.359
C -8.025 -1.165 -2.857 0.464
C -2.035 -1.351 -3.356 -1.301
C 5.844 -1.446 2.825 -0.552
H -1.190 4.368 -4.064 0.404
H 5.258 -2.080 2.154 0.314
H 3.205 -0.411 3.660 -0.114
H -3.738 1.548 -1.575 0.079
H -3.102 -2.338 -0.016 0.201
H -0.253 -1.428 -1.045 0.671
H 7.861 0.055 3.940 0.264
H 6.053 1.345 1.862 0.275
H -3.769 -3.181 -4.011 0.363
H 0.783 1.035 -3.637 -0.067
H -4.056 -1.059 -1.013 0.134
H -1.889 2.304 -0.200 0.061
H -0.118 0.956 0.297 0.328
H -5.700 -4.394 -2.840 0.462
H 0.286 0.086 6.171 0.374
H 1.764 -0.193 1.131 -0.133
H 6.073 1.599 3.621 0.287
H -1.616 -3.121 -1.868 0.480
H -7.693 -3.480 -2.993 0.357
H 0.960 3.862 -2.176 0.200
H 3.437 3.605 9.719 0.333
H -8.230 -1.893 -5.218 0.266
H 2.992 0.023 6.028 0.359
H -9.287 0.657 -6.022 0.295
H 2.480 1.319 8.564 0.274
H 0.680 -1.223 -6.699 0.428
H -2.220 2.329 -3.411 0.263
H 3.354 1.360 3.671 0.104
H 6.033 2.895 10.040 0.341
H 1.760 -0.448 -4.930 0.186
H -1.609 -0.644 0.560 0.454
H 5.896 0.653 9.146 0.283
H 8.332 0.711 2.361 0.339
H 3.604 0.098 -2.510 0.296
H -3.145 -4.578 -2.897 0.254
H 3.081 2.637 7.533 0.262
H -7.911 -0.208 -0.590 0.289
H -4.128 -4.861 -0.565 0.307
H 5.531 3.601 8.492 0.256
H 6.424 1.539 7.698 0.222
H 1.058 -1.230 5.265 0.307
H 1.429 -1.583 -2.498 0.306
H 0.110 4.086 -6.348 0.351
H -8.961 2.307 -1.385 0.279
H 5.869 -1.913 3.815 0.298
H 2.942 1.510 -1.039 0.169
H -0.749 0.600 -4.809 0.484
H 2.162 1.561 5.727 -0.055
H -5.150 -3.296 0.068 0.205
H 1.808 -1.415 -0.361 0.396
H 1.284 5.045 -3.635 0.374
H -7.752 -2.856 -1.216 0.301
H -6.095 -4.892 -0.594 0.355
H -0.315 -0.334 3.536 0.219
H 0.783 1.357 -1.300 -0.725
H 0.075 -2.703 -3.172 0.378
H 1.915 3.223 -3.775 0.170
H 3.905 0.599 0.302 -0.093
H -1.778 -2.039 -4.298 0.728
H -0.143 1.329 4.142 0.309
H 7.227 -1.120 1.212 0.230
H 7.954 -1.962 2.594 0.342
H 0.930 2.477 -5.693 0.143
H -0.867 2.519 -2.112 -0.375
H 3.802 2.018 10.422 0.288
H -0.936 2.526 -6.092 0.282
H -9.633 2.761 -4.122 0.299
```

Its charge is +1. As for the multiplicity: 1.

Sequential E_tot output: -101901.469, -134168.356, -143773.074 eV
Sequential orbital gap output: 9.911, 10.030, 7.631 eV